Entry 1:
112
Properties=species:S:1:pos:R:3:forces:R:3 method="wB97M-V/def2-TZVPD" e_above_lowest_kj_mol=0.00 charge=+1 orbital_gap_ev=6.64
C -1.82072 -6.71089 1.91375 0.09 0.83 -0.80
C -2.42717 -7.15918 0.47817 0.33 0.17 0.48
C -3.25646 -5.97222 -0.25647 1.20 -0.49 0.42
C -2.32299 -4.66895 -0.23179 0.73 -0.04 -0.73
C -2.81897 -3.46443 -1.18034 -0.52 1.06 1.47
C -2.66743 -2.05145 -0.39389 -0.57 2.70 1.51
C -3.94454 -1.20817 -0.16433 2.99 -0.79 0.36
N -3.96436 0.06756 0.56516 2.88 -1.96 -1.69
P -5.55904 0.81979 0.74292 -4.79 1.07 4.68
O -5.99771 0.66240 2.21598 1.88 0.47 -4.69
O -5.58323 2.47118 0.30037 1.53 -3.47 -0.38
O -6.77163 0.06204 -0.18232 3.18 1.84 0.49
C -2.73120 0.63198 1.12990 1.47 -1.72 -0.62
C -2.75021 1.99431 1.95865 0.02 -0.59 0.01
C -1.72483 3.12309 1.43024 -0.02 -0.05 0.21
N -1.02934 3.71948 2.63513 -1.50 -0.21 -0.55
C -1.36349 -0.12586 0.96239 -2.18 -1.62 -1.21
C 0.02029 0.38258 1.57375 -0.12 -0.30 0.23
C 1.04074 1.02730 0.50378 -0.22 0.82 -0.17
C 2.36056 0.15676 0.21087 0.10 0.18 0.19
C 3.74118 0.90724 0.52365 0.25 -1.66 0.17
N 4.08707 1.99875 -0.43497 0.98 0.82 1.75
C 5.51612 1.88106 -0.92237 0.98 -0.06 -0.28
C 3.97023 3.34578 0.16089 -2.06 3.50 -2.46
C 4.57054 3.80455 1.57472 -0.43 -2.18 0.25
O 3.37067 4.22487 -0.53987 2.32 -3.21 2.80
C -1.32867 -1.50110 0.17811 -3.46 2.02 -0.34
S 0.24133 -2.48575 -0.04095 -1.01 0.83 0.10
H -2.54699 -6.00843 2.47752 1.01 -1.44 -0.70
H -1.50283 -7.61468 2.53956 -0.56 1.42 -0.86
H -0.89710 -6.05225 1.68373 -1.30 -1.16 0.60
H -1.50456 -7.39348 -0.18179 -1.66 0.06 0.94
H -3.07197 -8.10591 0.64124 1.03 1.59 -0.57
H -4.26056 -5.84453 0.28271 1.38 0.04 -1.00
H -3.36981 -6.29213 -1.35525 -0.25 0.56 1.65
H -2.15030 -4.23217 0.81115 -0.38 -0.90 -1.36
H -1.29012 -5.00426 -0.63626 -1.62 0.50 0.86
H -2.23236 -3.34065 -2.15037 -0.93 -0.48 1.20
H -3.94852 -3.62343 -1.34567 1.97 0.45 -0.09
H -4.92517 -1.62734 -0.59793 1.68 1.13 1.07
H -4.81609 2.68066 -0.28476 -0.68 0.07 0.24
H -6.81672 0.42950 -1.09643 0.19 -0.35 0.61
H -2.42654 1.71817 3.03615 -0.53 0.27 -1.80
H -3.77705 2.48285 2.06159 1.22 -1.11 -0.24
H -0.98101 2.72836 0.65557 -1.00 0.46 1.27
H -2.32518 3.96060 0.91251 0.92 -1.25 0.83
H -1.81491 4.13632 3.18089 1.03 -0.16 -0.35
H -0.67353 2.97228 3.25451 -0.08 0.48 -0.56
H -0.13443 1.13777 2.42251 -0.05 -1.32 -1.24
H 0.53904 -0.54010 2.02592 -0.93 1.38 -0.54
H 0.44452 1.26538 -0.45779 1.13 -0.41 1.41
H 1.35353 2.05605 0.93762 -0.46 -1.61 -0.75
H 2.34759 -0.78668 0.88188 0.11 1.51 -1.24
H 2.37001 -0.13686 -0.89244 0.03 0.20 1.54
H 3.74238 1.21139 1.62769 0.02 -0.12 -1.42
H 4.57402 0.10792 0.41981 -1.42 1.17 0.30
H 6.22687 1.46223 -0.11681 -1.09 0.54 -1.02
H 5.94323 2.92067 -1.19481 -0.90 -1.76 0.17
H 5.57400 1.17019 -1.82939 -0.14 1.27 1.42
H 5.17533 2.90194 1.97685 -0.65 1.68 -0.51
H 5.20183 4.75058 1.53334 -1.11 -1.32 -0.16
H 3.66761 3.89083 2.29472 1.47 0.23 -1.22
H 0.55743 -2.45214 -1.39172 -0.88 0.36 0.86
C -9.90174 -0.45163 -0.49448 0.03 0.21 0.24
N -10.87057 -0.55283 -1.61708 -0.37 0.12 -0.25
O -11.59527 0.40678 -1.82034 0.34 -0.56 -0.01
O -10.86757 -1.59389 -2.25475 0.02 0.51 0.24
H -10.01427 0.52136 -0.01939 -0.05 -0.13 -0.13
H -10.12794 -1.25223 0.20869 0.13 0.01 -0.15
H -8.90353 -0.56298 -0.91233 -0.21 -0.21 0.08
C 2.78172 3.57787 5.55489 -0.05 0.40 0.01
N 2.01306 2.31560 5.39481 0.05 -0.31 0.03
O 0.84136 2.40941 5.05771 0.34 -0.24 0.02
O 2.60968 1.27633 5.61212 -0.49 0.53 -0.21
H 2.12724 4.41829 5.33018 0.02 -0.20 0.01
H 3.12761 3.62320 6.58688 0.07 -0.10 -0.15
H 3.61864 3.54339 4.85826 -0.01 -0.09 0.18
C -1.11908 5.03287 -2.08144 -0.01 0.38 -0.07
N -1.88100 3.76591 -2.23902 -0.07 0.00 -0.09
O -3.05243 3.85124 -2.57551 0.42 -0.35 0.32
O -1.27717 2.72846 -2.01903 -0.48 0.29 -0.04
H -1.77822 5.86911 -2.30763 0.02 -0.22 0.01
H -0.77296 5.08207 -1.04921 0.11 -0.11 -0.14
H -0.28204 5.00174 -2.77808 0.00 -0.09 0.20
C 6.76392 3.65757 -4.80124 -0.36 -0.11 -0.07
N 7.92430 3.46493 -3.89272 0.34 0.07 0.09
O 7.80125 2.65099 -2.98882 0.23 0.32 -0.31
O 8.91623 4.13520 -4.11716 -0.52 -0.45 0.23
H 5.95667 2.99968 -4.48388 0.19 0.07 0.04
H 6.46125 4.70167 -4.73058 0.14 -0.08 -0.09
H 7.09143 3.40785 -5.80976 0.03 0.16 0.11
C -5.65854 -1.80236 -4.63706 -0.02 0.27 -0.31
N -5.56418 -1.91081 -3.15752 -0.11 -0.23 -0.31
O -5.52117 -0.86812 -2.51650 -0.11 -0.45 -0.26
O -5.53753 -3.03357 -2.68788 -0.15 0.85 -0.03
H -5.67352 -0.74913 -4.91151 0.01 -0.15 0.15
H -4.78544 -2.29894 -5.05915 -0.16 -0.08 0.07
H -6.58089 -2.29450 -4.94412 0.16 -0.08 0.06
C 2.95695 -4.11199 2.64683 -0.32 -0.03 -0.13
N 4.22632 -3.34898 2.77012 0.39 0.13 0.11
O 4.31047 -2.29655 2.15321 0.04 -0.37 0.27
O 5.09094 -3.83059 3.47924 -0.48 0.36 -0.45
H 2.28268 -3.56645 1.98777 0.19 -0.02 0.10
H 3.19890 -5.08835 2.22845 0.01 0.06 0.18
H 2.53004 -4.20411 3.64493 0.14 -0.10 -0.08
C 9.75470 -0.22178 -1.84757 -0.06 0.40 -0.02
N 9.01673 -1.50119 -2.01527 -0.11 -0.28 -0.02
O 7.84646 -1.43319 -2.36049 0.47 -0.19 0.17
O 9.63644 -2.52775 -1.79502 -0.44 0.48 -0.15
H 9.08257 0.60399 -2.07573 0.05 -0.17 0.00
H 10.09191 -0.17000 -0.81296 0.08 -0.11 -0.15
H 10.59719 -0.23498 -2.53803 -0.02 -0.08 0.18

=====

Entry 2:
90
Properties=species:S:1:pos:R:3:forces:R:3 method="wB97M-V/def2-TZVPD" charge=+1 orbital_gap_ev=3.46
O -0.56562 1.31085 0.02023 -0.66 -0.28 0.36
H -0.50691 0.42608 -0.37164 -0.05 0.34 -0.11
C -3.82031 0.66724 -0.35841 -0.97 0.00 -0.80
C -4.06762 1.71140 0.73669 1.15 -0.99 -0.15
C -3.67473 1.05680 2.06813 0.94 0.44 0.56
C -3.38121 1.97723 3.27700 -1.38 0.17 -0.84
C -2.45086 3.10119 2.87754 0.53 -0.81 -0.72
C -2.81634 3.88496 1.58472 1.45 -0.14 1.45
N -3.18494 2.91205 0.45939 -2.82 3.25 -3.27
O -3.40644 3.47331 -0.65156 1.78 -2.45 3.79
C -1.50270 4.56910 1.11749 -1.63 0.38 -1.25
C -3.97433 4.88152 1.85990 -0.03 0.39 -0.73
C -5.47121 2.27610 0.79257 -1.07 -0.07 0.73
H -4.10220 1.03618 -1.34620 0.81 0.54 -0.10
H -4.51496 -0.17647 -0.36993 -0.14 -0.03 1.10
H -2.80636 0.27977 -0.27742 0.11 0.41 -0.31
H -2.72293 0.55262 1.88860 -0.13 -0.33 -0.23
H -4.45333 0.33785 2.32262 0.07 -0.11 -0.10
H -2.95696 1.37401 4.07889 0.02 0.08 0.02
H -4.33984 2.36889 3.62538 0.02 0.09 0.30
H -1.48860 2.63426 2.65124 0.22 0.09 0.06
H -2.27534 3.78243 3.70948 -0.12 0.26 -0.22
H -1.09568 5.20749 1.89799 0.27 -0.49 0.10
H -1.79777 5.22784 0.29761 0.15 0.23 -0.01
H -0.86543 3.82084 0.64698 0.49 -0.01 0.66
H -4.42532 5.28336 0.95138 0.08 -0.29 -0.23
H -3.57008 5.77754 2.33229 0.35 -0.26 0.22
H -4.78878 4.52774 2.48972 0.26 -0.30 0.07
H -5.84870 2.97858 0.05133 0.60 -0.36 -0.59
H -5.63680 2.81385 1.72584 0.05 -0.31 0.17
H -6.10241 1.38647 0.80539 -0.25 0.17 0.00
C -0.07834 0.33578 4.79288 -0.81 -0.18 1.30
C 0.62583 -0.69791 3.93877 -0.61 1.42 -0.38
C -0.29191 -0.93615 2.74998 0.40 -0.45 -0.17
N 0.14040 -2.08074 1.85715 -0.60 -0.03 -2.62
C 1.44980 -1.72708 1.16615 -0.12 0.25 0.38
C 0.20931 -3.44869 2.47078 0.57 -0.16 0.66
C -0.17214 -4.50540 1.43554 -1.31 -0.31 -0.04
C -0.74786 -3.73026 0.24570 1.08 0.73 -0.50
C -0.94207 -2.30263 0.75396 -0.74 -0.47 0.77
H -0.36838 1.24596 4.26900 0.31 -0.03 -0.15
H 0.53257 0.58420 5.66075 0.15 0.27 -0.20
H -0.97828 -0.09636 5.23994 -0.24 0.03 -0.10
H 0.77313 -1.58230 4.55737 0.42 -0.09 -0.28
H 1.51117 -0.12098 3.66641 0.53 -0.92 -0.40
H -0.35822 -0.09556 2.05399 0.24 0.36 0.15
H -1.31311 -1.13255 3.08240 0.02 -0.40 0.08
H 1.49058 -0.70204 0.78586 -0.40 0.33 0.32
H 1.59727 -2.35380 0.28807 0.07 -0.49 0.41
H 2.21530 -1.82355 1.93339 0.21 -0.14 -0.33
H 1.21467 -3.69022 2.81270 0.00 0.60 0.28
H -0.45887 -3.38939 3.32897 -0.04 -0.35 -0.05
H 0.60579 -5.21348 1.15494 0.35 0.46 0.01
H -0.94651 -5.15707 1.84257 -0.07 0.14 0.19
H 0.00555 -3.69028 -0.54318 -0.10 -0.21 -0.20
H -1.65972 -4.13461 -0.18928 0.01 0.00 0.16
H -1.01991 -1.52083 -0.00003 0.78 0.13 0.14
H -1.92184 -2.27259 1.23486 0.15 0.14 0.50
C 4.56019 -3.30173 -6.44017 -0.51 0.43 -0.35
C 4.68218 -2.02500 -5.55121 -0.15 -1.50 0.58
C 3.63078 -2.18383 -4.42011 0.82 0.96 -1.57
N 3.57983 -0.94542 -3.53778 -1.75 -0.31 1.30
C 4.91917 -0.31624 -3.21605 -0.69 -1.25 1.22
C 2.84546 -1.47171 -2.25500 -0.43 0.23 0.68
C 1.36404 -1.42420 -2.60295 0.30 -0.81 0.82
C 1.26160 -0.05030 -3.17818 -0.63 0.32 -1.77
C 2.54176 0.15044 -3.99772 0.48 -0.23 0.76
H 5.16465 -3.39356 -7.34291 -0.07 1.01 -0.16
H 3.50091 -3.30204 -6.70166 0.07 -0.50 -0.50
H 4.80895 -4.28006 -6.02495 -0.22 0.33 1.05
H 4.53117 -1.08015 -6.07189 0.09 -0.19 -0.35
H 5.65069 -2.02703 -5.05130 0.12 0.26 -0.20
H 3.90468 -3.11851 -3.93180 -0.06 0.44 0.83
H 2.60994 -2.30355 -4.78025 0.13 0.00 -0.28
H 5.38624 -1.10701 -2.62732 0.72 0.07 -0.40
H 4.77346 0.47253 -2.47840 -0.25 0.28 -0.36
H 5.47749 -0.01663 -4.09724 -0.20 -0.04 0.08
H 2.94660 -0.78673 -1.40906 0.71 0.34 -0.17
H 3.14968 -2.47382 -1.95719 0.61 0.15 -0.32
H 0.69891 -1.58799 -1.75347 0.39 0.39 0.44
H 1.09832 -2.29636 -3.20368 -0.05 0.48 -0.81
H 1.21772 0.79441 -2.49144 -0.33 -0.55 0.64
H 0.41648 0.01190 -3.86493 -0.13 0.22 0.14
H 2.96213 1.07556 -3.60950 0.33 0.08 -0.78
H 2.32591 0.14272 -5.06366 0.69 -0.12 -0.04
O 1.39897 2.20646 1.72909 0.49 -0.66 -0.56
C 2.69479 1.96007 1.27676 2.13 0.93 1.23
O 2.84566 1.26920 0.24769 -1.22 -1.59 -1.70
O 3.64292 2.42606 1.91500 -0.66 0.36 0.71
H 0.90925 1.75993 1.00841 -1.04 0.24 -0.02

=====

Taking the records one at a time from the top gives lowest unoccupied orbital energy values of -4.6 -4.9 eV.
Taking the records one at a time from the top gives DFT total energy values of -99719.33868 -42565.51588 eV.